Record 1
Entry from the Open Molecules 2025 dataset: 2 unconnected molecules or ions with the total composition C7H17NO in a non-equilibrium geometry (the ωB97M-V functional and the def2-TZVPD basis).

Properties
**Energy relative to the best compared isomer or geometry (same formula, charge and spin)**: 92.05 kcal per mole
**HOMO-LUMO gap**: 0.3562 Eh
**E_HOMO**: -8.91 eV

The geometry in XYZ format:
```
26
Properties=species:S:1:pos:R:3:forces:R:3
C 3.64050 0.18173 -0.68449 0.0445 -0.0754 -0.0657
H -2.25584 0.40855 -1.51922 -0.0065 0.0107 0.0031
H 4.06547 0.97012 -0.06376 0.0480 0.0154 0.0361
C 2.33227 0.62131 -1.29664 -2.7524 0.0228 2.1981
H -0.56210 0.95387 -1.45674 0.0442 0.0677 -0.0582
H -0.17542 0.12374 2.71166 0.0726 0.0154 -0.1668
H -0.82376 -1.58871 -1.20232 -0.0208 0.0023 -0.0385
C -0.64472 -0.52834 0.66288 0.4100 0.3972 -0.7619
H -3.42245 0.00102 0.67152 -0.0101 0.0046 0.0201
H 1.92178 -0.11100 -1.98728 0.2041 -0.1812 -0.3281
H -1.86711 2.07277 -1.03262 0.0139 -0.0226 -0.0652
H 4.37534 -0.07768 -1.45206 0.0681 -0.0420 0.1191
H -3.09642 1.70146 1.04602 -0.0446 -0.0269 0.0838
H -0.36431 -2.60317 0.16721 0.0343 0.0010 0.0040
H 0.12996 -1.67877 2.36821 0.1306 0.0790 -0.1134
H 3.47065 -0.68596 -0.04374 0.1504 -0.0330 -0.0542
H 2.39054 1.58286 -1.80985 -0.0634 0.0132 0.1392
H 1.41315 0.57463 -0.34608 3.3003 1.2747 -3.4944
C -1.53379 1.03580 -0.97519 0.0303 -0.0637 0.1198
C -0.98977 -1.76904 -0.14239 -0.0198 0.2516 0.2050
C -0.11292 -0.69020 2.00148 1.3867 0.6926 -1.5879
H -2.55209 0.42949 2.15942 -0.0375 0.0490 0.0721
H -2.03405 -2.03593 0.01898 -0.0853 -0.0335 -0.0654
O 0.78842 -0.25539 0.66603 -2.9118 -2.0367 3.7746
N -1.40653 0.67388 0.42651 -0.0455 -0.3263 0.2492
C -2.68681 0.69292 1.11246 0.0596 -0.0561 -0.2243
```
Positions in Å, forces in eV/Å.



Record 2
Entry from the Open Molecules 2025 dataset: C6H10I2NP in the gas phase in a non-equilibrium geometry (the ωB97M-V functional and the def2-TZVPD basis).

Properties
**Energy relative to the best compared isomer or geometry (same formula, charge and spin)**: 0.00 kcal per mole
**HOMO-LUMO gap**: 0.2934 Eh
**E_HOMO**: -8.28 eV

The geometry in XYZ format:
```
20
Properties=species:S:1:pos:R:3:forces:R:3
C 1.67837 0.71132 1.27997 -2.1994 -0.8841 -1.6702
P 2.83297 2.77569 -0.08826 0.6820 1.1810 -0.9917
H -2.01189 -1.56696 -2.39177 -2.5444 -2.2473 0.8167
I 0.63693 3.80386 -0.50218 -0.4264 0.1101 -0.2071
H -0.44149 -1.39044 -2.84551 0.1067 0.3444 -0.2164
C 1.01455 0.31829 0.18366 -0.8975 -0.9237 1.1076
H -1.66846 -0.21936 -3.30922 -0.2275 0.5581 -1.0031
H 1.28794 0.84067 3.45237 0.6121 -1.1325 -1.1255
H -1.72923 -0.15344 -0.44475 0.4764 -0.6159 -0.8358
I 3.03522 1.38395 -2.14173 0.2968 0.1927 0.3492
N 2.50993 1.80762 1.18446 0.8264 -0.2538 1.1897
H 0.77586 -0.65615 2.59568 -0.0638 -0.6535 0.2232
H 2.57262 -0.33826 2.79105 -0.2443 -0.3805 0.7388
C 0.32776 -0.32489 -0.75802 3.6893 -0.1188 0.6835
C -1.00238 -0.01122 -1.30131 -2.2764 1.5150 1.6262
H 1.01827 -1.13672 -1.25486 -1.7478 1.3859 0.5765
C -1.32646 -0.83807 -2.52210 2.2599 1.3870 -0.3153
H -1.27281 1.11462 -1.39598 1.3249 -1.5627 -0.4389
H 2.72730 2.20892 2.09121 0.3352 0.1063 -0.2746
C 1.56865 0.06204 2.64981 0.0179 1.9924 -0.2327
```
Positions in Å, forces in eV/Å.



Record 3
Entry from the Open Molecules 2025 dataset: a molecular structure, C4H8O (the ωB97M-V functional and the def2-TZVPD basis).

Properties
**Energy relative to the best compared isomer or geometry (same formula, charge and spin)**: 123.06 kcal per mole
**HOMO-LUMO gap**: 0.3274 Eh
**E_HOMO**: -7.93 eV

The geometry in XYZ format:
```
13
Properties=species:S:1:pos:R:3:forces:R:3
H 0.79995 2.12391 0.74416 0.1268 -0.0514 0.0048
C 0.10472 -0.73152 -0.64374 0.0041 -0.1174 -0.4705
C -0.50185 -0.91489 -1.80286 0.1353 -0.0095 0.2479
H -1.17442 -0.91139 1.57436 0.2040 0.2695 -0.1454
H -0.86107 0.78045 2.07875 0.1153 -0.1094 -0.1254
H 1.09671 1.68388 -0.90355 -0.0295 -0.2169 0.3190
H 0.96980 -1.27163 -0.26895 -0.1439 0.0110 -0.0539
H -1.32900 -0.28096 -2.10569 0.1363 -0.0757 0.0080
O -0.26290 0.34153 0.17232 0.2339 0.0111 0.0276
C 1.24730 1.31243 0.13678 -0.4624 0.2309 -0.0803
H 0.51405 -0.36547 1.95354 -0.1881 0.0374 -0.0514
H -0.14395 -1.68776 -2.47404 -0.1395 0.0678 0.1207
C -0.45932 -0.07857 1.53893 0.0077 -0.0474 0.1989
```
Positions in Å, forces in eV/Å.



Look up the HOMO-LUMO gap of the first one. 0.3562 Eh